Version w
Molecular formula: H2O5P2
Method: DFT, ωB97M-V with the def2-TZVPD basis set

Output
- E_LUMO (eV) = 7.07
- E_HOMO (eV) = 0.96
- charge = -2

XYZ file:
```
9
Properties=species:S:1:pos:R:3:nbo_charge:R:1
O 0.56145 -2.26383 -0.13013 -1.020
O 1.15383 2.26144 -0.93334 -1.166
O 1.89472 0.26008 0.46071 -1.188
O -2.01570 1.84301 -0.24956 -1.178
O -1.76616 -0.48601 0.63799 -1.216
P -1.20823 0.88984 0.55764 1.406
P 0.86375 0.88762 -0.48954 1.388
H 0.82450 -1.29272 -0.05402 0.493
H -0.30816 -2.09944 0.20026 0.482
```


Version x
Molecular formula: H2O5P2
Method: DFT, ωB97M-V with the def2-TZVPD basis set

Output
- E_LUMO (eV) = 5.86
- E_HOMO (eV) = -2.07
- charge = -2

XYZ file:
```
9
Properties=species:S:1:pos:R:3:nbo_charge:R:1
O -0.51486 0.35504 1.21739 -1.197
O -0.53972 1.55071 3.41057 -1.150
O 0.45223 -2.13863 0.68330 -1.047
O -1.43335 7.67749 -1.73471 -1.169
O 0.48841 7.28189 -3.18690 -1.174
P 0.04298 7.84562 -1.90366 1.342
P -1.29786 1.16883 2.18856 1.409
H 0.12576 -1.11936 0.97773 0.541
H 1.11763 -2.04300 -0.02277 0.444
```


Of them, the most stable is version x and the least stable is version w.


Version w
Molecular formula: C3H9N3O
Method: DFT, ωB97M-V with the def2-TZVPD basis set

Output
- E_LUMO (eV) = 0.91
- E_HOMO (eV) = -8.39
- SMILES = [H]/N=N/N.C/C=C\O

XYZ file:
```
16
Properties=species:S:1:pos:R:3:nbo_charge:R:1
H -1.55822 -1.16905 -0.80446 0.334
N -1.90316 -0.68262 0.02516 -0.518
N -2.67254 0.30676 -0.25147 0.019
N -3.07754 0.89774 0.81860 -0.597
H -2.76437 0.56171 1.73786 0.371
H -3.59923 1.80544 0.73294 0.393
C 2.33410 -0.82549 -0.91051 -0.638
C 1.30441 -0.71841 0.10457 -0.341
C 0.73226 0.37232 0.58727 0.163
O 0.99274 1.66730 0.27422 -0.674
H 2.94732 0.08889 -1.04635 0.192
H 2.95940 -1.69393 -0.71058 0.221
H 1.91409 -0.95256 -1.84145 0.210
H 0.96366 -1.72131 0.34325 0.214
H -0.04089 0.41383 1.43782 0.186
H 1.46794 1.64938 -0.49687 0.464
```


Version x
Molecular formula: C3H9N3O
Method: DFT, ωB97M-V with the def2-TZVPD basis set

Output
- E_LUMO (eV) = 0.94
- E_HOMO (eV) = -8.93
- SMILES = [H]/N=C(\N)OC.C=N

XYZ file:
```
16
Properties=species:S:1:pos:R:3:nbo_charge:R:1
H -2.90677 -0.79139 1.30979 0.345
N -1.92307 -1.00934 1.41553 -0.816
C -1.16652 -0.38333 0.61652 0.700
N -1.50456 0.55803 -0.31592 -0.858
O 0.17310 -0.56896 0.65458 -0.522
C 0.63164 -1.43685 1.67235 -0.251
H -2.45778 0.56980 -0.63596 0.383
H -0.79006 0.80105 -0.99770 0.423
H 0.20473 -2.43398 1.54520 0.193
H 0.34072 -1.06102 2.65496 0.194
H 1.71562 -1.46734 1.57824 0.182
C 1.65435 1.81814 -1.83975 -0.009
N 0.81175 0.91264 -2.02195 -0.627
H 2.73951 1.69148 -1.79934 0.151
H 1.28890 2.82987 -1.71251 0.161
H 1.18842 -0.02880 -2.12405 0.352
```


Version y
Molecular formula: C3H9N3O
Method: DFT, ωB97M-V with the def2-TZVPD basis set

Output
- E_LUMO (eV) = 0.71
- E_HOMO (eV) = -10.03
- SMILES = CN1N=N1.CCO

XYZ file:
```
16
Properties=species:S:1:pos:R:3:nbo_charge:R:1
C 1.71796 -1.45281 0.36016 -0.494
N 1.99344 -0.06497 0.16507 -0.300
N 3.02057 0.13243 -1.19272 0.073
N 1.93357 0.30965 -1.52527 0.065
H 2.62967 -2.06090 0.46151 0.195
H 1.22315 -1.40369 1.33832 0.259
H 1.01939 -1.91135 -0.34848 0.205
C -1.80716 0.28415 -0.68103 -0.637
C -1.67847 1.13101 0.58144 -0.057
O -0.59560 0.73347 1.40604 -0.737
H -1.91759 -0.76774 -0.41686 0.206
H -2.68185 0.59602 -1.25777 0.211
H -0.92328 0.39866 -1.31901 0.203
H -2.57498 1.01685 1.19771 0.173
H -1.59174 2.19091 0.31477 0.154
H 0.23292 0.86830 0.91611 0.482
```


Of them, the most stable is version x and the least stable is version y.